Density functional theory data (ωB97M-V with the def2-TZVPD basis set) for 2 unconnected molecules or ions with the total composition C11H17BCl3NO.

Element x y z (Å)
Cl 3.7761 -2.1212 2.3917
B 2.7131 -0.6003 2.3951
Cl 3.0663 0.3974 3.9141
Cl 3.0633 0.4040 0.8798
O 1.3106 -0.9872 2.3943
C 0.4068 -0.0038 2.3921
C -0.9680 -0.2776 2.3950
C -1.9693 0.7224 2.3953
C -3.2970 0.3678 2.4031
C -3.6747 -0.9682 2.4097
C -2.7078 -1.9610 2.4089
C -1.3793 -1.6254 2.4018
H 0.7675 1.0131 2.3905
H -1.6869 1.7615 2.3924
H -4.0600 1.1279 2.4058
H -4.7178 -1.2394 2.4163
H -2.9975 -2.9979 2.4154
H -0.6170 -2.3844 2.4041
C -0.6424 2.5280 -2.0600
C 0.1022 1.2417 -1.7685
N 0.8270 0.7287 -2.9340
C 1.5979 -0.5001 -2.7328
C 2.3345 -0.9441 -3.9795
H -1.1614 2.9105 -1.1770
H 0.0434 3.3039 -2.4042
H -1.3846 2.3839 -2.8470
H 0.8326 1.4015 -0.9681
H -0.5836 0.4728 -1.3920
H 0.1826 0.6193 -3.7228
H 2.3084 -0.3158 -1.9199
H 0.9345 -1.2949 -2.3709
H 2.9201 -1.8511 -3.8077
H 1.6411 -1.1450 -4.7979
H 3.0194 -0.1673 -4.3232

Summary:
LUMO energy, eV: -2.491
Net charge: 0
HOMO energy, eV: -8.52
Orbital gap, eV: 6.026
Energy relative to the best compared isomer or geometry (same formula, charge and spin), kJ/mol: 51.9

=====

Density functional theory data (ωB97M-V with the def2-TZVPD basis set) for a molecular structure, C11H17BN6Tc.

Element x y z (Å)
H 0.9723 3.2014 0.2314
N 0.5355 1.7261 -1.2033
B 0.1939 0.3753 -3.3275
N 0.5528 1.6863 -2.5922
C 0.9064 2.8959 -3.0550
Tc 0.2659 0.0677 -0.1161
H 0.9676 3.0450 -4.1271
C 1.1389 3.7337 -1.9676
H 1.4430 4.7685 -2.0055
C 0.9058 2.9741 -0.8113
H 0.2456 0.5006 -4.5187
C -0.8738 -1.5573 1.2505
H -0.7213 -1.6251 2.3286
H -0.0868 -2.2291 0.8159
H -1.8098 -1.9775 0.8897
N -1.2319 -0.0063 -2.8684
N 1.1549 -0.7263 -2.8205
N -1.4832 -0.1706 -1.5338
N 1.2419 -1.0189 -1.4622
C -2.3627 -0.2273 -3.5497
C 2.0098 -1.5287 -3.4681
H -2.3436 -0.1262 -4.6152
H 2.0781 -1.4405 -4.5306
C -3.3554 -0.5526 -2.6462
C 2.6559 -2.3287 -2.5482
C -2.7764 -0.5329 -1.3768
C 2.1651 -2.0012 -1.2822
H -4.3803 -0.7851 -2.8606
H 3.4040 -3.0717 -2.7610
H -3.1462 -0.7518 -0.3902
H 2.3821 -2.3650 -0.3062
H -1.1433 -0.4125 1.1238
C 1.5425 0.3075 1.4066
H 1.1745 1.0719 2.1021
H 2.5045 0.6792 1.0354
H 1.7511 -0.5798 2.0072

Summary:
LUMO energy (spin up / spin down), eV: -7.195 / -11.764
2S+1: 4
Net charge: +2
HOMO energy (spin up / spin down), eV: -15.43 / -15.23
Orbital gap (spin up / spin down), eV: 8.238 / 3.464
Energy relative to the best compared isomer or geometry (same formula, charge and spin), kJ/mol: 11.4

=====

Density functional theory data (ωB97M-V with the def2-TZVPD basis set) for a molecular structure, C11H17BrN3OSSeSiSm.

Element x y z (Å)
Sm -1.4260 -0.3794 -0.5530
O -3.3312 0.2838 4.8785
C -2.5380 -0.0637 3.8398
C -1.4370 -0.9616 3.9843
C -0.6009 -1.1886 2.9254
N -0.9641 -0.6007 1.7458
C -2.0487 0.1039 1.5654
Br -2.6385 -2.7960 -0.8971
C -2.8642 0.4358 2.5854
H -3.0088 -0.0976 5.7301
H -1.2176 -1.3983 4.9681
H 0.3788 -1.7004 3.0308
H -3.7248 1.0782 2.3606
C 4.0592 -1.4133 0.8391
Si 2.8679 -0.1909 -0.1180
C 3.7328 0.9248 -1.3959
C 1.8995 0.7562 1.1563
Se 1.4713 -1.5966 -1.2841
H 4.7961 -0.8616 1.4445
H 4.5050 -1.9999 0.0339
H 3.4014 -2.0635 1.4150
H 4.4942 1.5134 -0.8729
H 2.9998 1.5562 -1.8190
H 4.2156 0.3287 -2.1860
H 2.4875 1.1097 2.0302
H 1.1151 0.1083 1.5574
H 1.4099 1.6201 0.7323
S -3.1507 1.4603 -0.4122
N -1.1260 0.7755 -4.9550
C -2.4962 0.9397 -4.6588
C -2.6071 0.6474 -3.3548
N -1.3227 0.3862 -2.8370
C -0.4998 0.4053 -3.8341
H -0.7167 0.8085 -5.8829
H -3.2731 1.1702 -5.3792
H -3.4106 0.7840 -2.6134
H 0.5686 0.1159 -3.7696

Summary:
LUMO energy (spin up / spin down), eV: -2.852 / -2.547
2S+1: 6
Net charge: 0
HOMO energy (spin up / spin down), eV: -6.99 / -7.09
Orbital gap (spin up / spin down), eV: 4.139 / 4.540

=====

Density functional theory data (ωB97M-V with the def2-TZVPD basis set) for a molecular structure, C11H17ClINO2PRu.

Element x y z (Å)
C -0.0224 -2.0023 -0.9035
C 1.2202 -1.2582 -0.7746
H 0.2727 -2.9909 -1.1564
H -0.7403 -1.6859 -1.6134
H -0.5784 -2.0412 0.0525
O 2.3891 -1.5644 -1.1769
I 3.0820 3.1709 -0.4929
Ru -1.3267 0.7316 0.6677
P -0.3938 1.0550 -1.6632
C 1.3075 1.2138 -2.4790
C -0.6834 -0.1724 -3.0950
H -2.3690 2.2471 -2.4717
H -0.9581 2.3904 -3.6303
H -0.9881 3.3839 -2.0706
C -1.2752 2.4272 -2.5555
H -1.6751 -0.6227 -2.9961
H -0.5528 0.2689 -4.0643
H 1.2085 1.3146 -3.5835
H 1.8873 0.3177 -2.2750
H 0.0906 -0.9534 -3.0153
H 1.8732 2.0829 -2.0859
C 0.8333 -0.0957 0.1135
O 1.8645 0.1659 0.7201
Cl -3.2835 0.9188 -0.3820
C -0.0648 -1.1470 4.8618
C 0.6906 -0.0719 4.4757
C 0.6833 0.3043 3.1299
N -0.4332 -0.0119 2.4032
C -1.0014 -1.1529 2.6604
C -0.8533 -1.7738 3.8558
H -0.0746 -1.5045 5.8856
H 1.3839 0.4668 5.1343
H 1.4850 0.8489 2.6436
H -1.6278 -1.5810 1.8316
H -1.3698 -2.6788 4.0494

Summary:
LUMO energy (spin up / spin down), eV: -13.286 / -15.172
2S+1: 5
Net charge: +3
HOMO energy (spin up / spin down), eV: -19.62 / -19.62
Orbital gap (spin up / spin down), eV: 6.333 / 4.447
Energy relative to the best compared isomer or geometry (same formula, charge and spin), kJ/mol: 353.7

=====

Density functional theory data (ωB97M-V with the def2-TZVPD basis set) for C11H17N in the gas phase.

Element x y z (Å)
C -3.4758 0.5736 0.3967
C -3.3342 -0.3635 -0.6318
C -2.2570 0.6307 1.0727
C -2.0914 -0.9065 -0.4816
C -0.0930 -0.3543 1.1261
C 1.0987 0.7674 -0.3796
C 1.1568 -0.6214 0.2438
C 0.2237 1.1374 -1.5448
C 1.9669 1.7965 0.2638
C 0.9073 -1.9455 -0.6957
C 2.3942 -0.9194 1.1590
N -1.4242 -0.3033 0.5418
H -4.2298 1.2451 0.5951
H -4.0063 -0.7125 -1.3676
H -1.9809 1.2826 1.8487
H -1.6691 -1.6190 -1.2171
H 0.0848 0.2258 1.9763
H -0.8048 0.8313 -1.5611
H 0.4976 0.5709 -2.5526
H 0.4418 2.1583 -1.6138
H 3.0285 1.4429 0.4746
H 1.4344 2.1231 1.1820
H 1.8030 2.8139 -0.3215
H -0.0770 -2.3927 -0.2984
H 1.6194 -2.6470 -0.6036
H 0.7404 -1.6545 -1.6651
H 2.5944 -0.2289 1.9297
H 3.2694 -1.0399 0.5770
H 2.1825 -1.8911 1.5472

Summary:
LUMO energy (spin up / spin down), eV: 0.537 / 0.804
Net charge: 0
HOMO energy (spin up / spin down), eV: -6.93 / -7.01
Orbital gap (spin up / spin down), eV: 7.467 / 7.817
Energy relative to the best compared isomer or geometry (same formula, charge and spin), kJ/mol: 332.6

=====

Density functional theory data (ωB97M-V with the def2-TZVPD basis set) for a gas-phase ion, C11H17N2 (charge -1).

Element x y z (Å)
N 2.9616 -1.8829 0.6098
C 2.5307 -1.1676 -0.6407
C 2.9581 0.3784 -0.6856
C 2.6497 1.2010 0.6586
C 1.2786 0.8050 1.3907
C 0.0156 1.5491 0.7112
N -0.3798 0.7688 -0.4946
C -1.7239 0.2695 -0.4004
C -2.5639 0.2328 -1.7437
C -4.0148 -0.3171 -1.8348
C -4.7276 -0.8254 -0.5507
C -3.9087 -0.7894 0.7772
C -2.4306 -0.2814 0.8798
H 2.8090 -2.8848 0.4325
H 3.9712 -1.7572 0.7713
H 3.0808 -1.6927 -1.5177
H 1.4060 -1.2128 -0.8382
H 2.5532 0.8830 -1.6434
H 4.1121 0.3927 -0.8180
H 3.5701 1.1333 1.3580
H 2.5503 2.3140 0.3571
H 1.1279 -0.3240 1.5318
H 1.3548 1.2361 2.4679
H -0.8353 1.7865 1.4372
H 0.4194 2.5776 0.3483
H -2.1102 0.6243 -2.7231
H -4.5638 -0.3501 -2.8428
H -5.8064 -1.2248 -0.5877
H -4.4471 -1.1652 1.7252
H -1.8369 -0.2765 1.8647

Summary:
LUMO energy, eV: 3.542
Net charge: -1
HOMO energy, eV: -2.29
Orbital gap, eV: 5.836
Energy relative to the best compared isomer or geometry (same formula, charge and spin), kJ/mol: 380.6

=====

Density functional theory data (ωB97M-V with the def2-TZVPD basis set) for a gas-phase ion, C11H17N2 (charge +1).

Element x y z (Å)
C 4.9557 0.0840 0.3457
C 4.4953 1.4141 -0.1771
C 3.4575 1.5404 -1.4613
C 2.0672 0.7802 -1.0360
C 1.1302 -0.0726 -2.1292
C -0.2275 -0.8146 -1.4928
N -0.4789 -0.6368 -0.0171
C -1.7254 -1.3952 0.4998
C -3.1166 -0.5449 0.3329
C -3.1173 0.9360 1.0376
C -4.2878 -1.4316 1.1330
N 0.2178 0.0317 0.9411
C 1.4557 0.7468 0.5215
H 4.7808 -0.1164 1.4929
H 5.4534 -0.7571 -0.3307
H 4.8865 2.3799 0.3979
H 3.3013 2.6457 -1.8140
H 3.9955 0.9662 -2.3582
H 1.4536 -0.1479 -3.2515
H -0.8656 -1.4368 -2.2500
H -1.8462 -2.3618 -0.1910
H -1.5278 -1.6918 1.6217
H -3.4923 -0.4152 -0.7710
H -4.2444 1.1386 1.3753
H -2.4732 1.0196 2.0134
H -2.8788 1.8173 0.2687
H -5.2405 -0.8028 1.3900
H -3.7389 -1.8232 2.1166
H -4.4980 -2.3696 0.4625
H 2.1086 1.3180 1.3292

Summary:
LUMO energy, eV: -5.032
Net charge: +1
SMILES string: C=CCc1cc[n+](CC(C)C)nc1
HOMO energy, eV: -11.71
Orbital gap, eV: 6.675
Energy relative to the best compared isomer or geometry (same formula, charge and spin), kJ/mol: 1228.8

=====

Density functional theory data (ωB97M-V with the def2-TZVPD basis set) for C11H17N2OP in the gas phase.

Element x y z (Å)
C 2.8011 -3.3493 -2.1852
C 1.4370 -3.1221 -2.4427
C 3.5045 -2.4097 -1.3782
C 0.8582 -1.9895 -1.9123
C 2.9736 -1.2767 -0.9658
C 1.6350 -1.0953 -1.1903
C -0.4625 1.7621 -0.2142
C 0.1077 0.6887 -1.0661
C 3.6570 -0.2946 -0.0103
C -3.8838 1.6666 3.2970
C -2.6707 1.9282 2.4058
N -1.8967 1.7221 -0.2894
N 1.0398 -0.0190 -0.6145
O -4.3267 1.4012 0.3477
P -2.9418 1.1598 0.8649
H 3.3352 -4.1157 -2.5379
H 0.8167 -3.7907 -2.9077
H 4.6131 -2.6207 -1.3055
H -0.1659 -1.8010 -2.1676
H -0.0541 1.6794 0.6963
H -0.0511 2.6559 -0.7919
H -2.5534 -0.2061 1.0354
H -0.2076 0.5373 -2.1037
H 2.9190 0.4437 0.2447
H 3.8560 -0.7770 1.0076
H 4.5423 0.3492 -0.0646
H -4.7065 2.3696 3.0616
H -4.2664 0.6300 3.0387
H -3.6707 1.7883 4.4267
H -1.7289 1.6288 2.8395
H -2.4329 3.0124 2.2150
H -2.0763 1.4443 -1.3331

Summary:
LUMO energy, eV: 0.547
Net charge: 0
SMILES string: CC[P@@H](=O)NC/C=N/c1ccccc1C
HOMO energy, eV: -8.51
Orbital gap, eV: 9.058
Energy relative to the best compared isomer or geometry (same formula, charge and spin), kJ/mol: 0.0

=====

Density functional theory data (ωB97M-V with the def2-TZVPD basis set) for C11H17N3Si in the gas phase.

Element x y z (Å)
C 2.9027 0.0457 2.7711
C 3.0453 0.4920 1.4693
C 1.8676 -0.7520 3.1965
C 2.0593 0.3161 0.5762
C 0.8141 -0.8683 2.3113
C 0.8853 -0.2531 1.0449
C 0.9340 -1.4901 -2.4427
C -2.3683 2.1812 0.3418
C -2.9032 -0.8947 -1.1383
C -0.0403 -0.2803 -2.5718
C -1.1490 1.9058 -0.5320
N -0.3845 -1.5675 2.3293
N -0.9743 -1.4713 1.2220
N -0.2744 -0.6746 0.3895
Si -1.1728 0.0942 -1.0868
H 3.7402 0.0991 3.6268
H 3.9966 0.9746 1.1910
H 2.0900 -1.3547 4.1262
H 2.2112 0.6605 -0.4110
H 1.6389 -1.3363 -1.4858
H 0.3852 -2.5015 -2.2675
H 1.7925 -1.5831 -3.0674
H -2.3419 1.7104 1.3571
H -2.3288 3.1925 0.8132
H -3.1949 2.1064 -0.2948
H -2.7866 -1.8686 -1.7769
H -3.4163 -0.9778 -0.1371
H -3.6369 -0.4118 -1.7153
H -0.6062 -0.4058 -3.4989
H 0.6630 0.6078 -2.8089
H -0.1626 1.9100 -0.0729
H -1.2851 2.3952 -1.4579

Summary:
LUMO energy, eV: 0.675
Net charge: 0
SMILES string: CC[Si](C)(CC)n1nnc2ccccc21
HOMO energy, eV: -8.74
Orbital gap, eV: 9.411

=====

Density functional theory data (ωB97M-V with the def2-TZVPD basis set) for 2 unconnected molecules or ions with the total composition C11H17N4.

Element x y z (Å)
C 1.5575 -2.5307 -1.2542
C -1.5984 -0.8860 -0.2091
C -0.3601 -0.7486 -0.9546
C 0.3144 -2.0100 -0.7227
C -0.3628 -2.6751 0.2966
C -2.4669 0.2104 -0.3375
C -2.0983 1.2130 -1.1981
C -0.0468 0.2824 -1.8020
C -0.9494 1.2484 -2.0272
N -1.5994 -2.0051 0.4867
H -2.3271 -2.3616 1.0646
H -3.3912 0.3099 0.3427
H -0.2422 -3.5559 0.8551
H -2.7617 2.1043 -1.4144
H 0.8867 0.1460 -2.5166
H 2.4665 -2.3778 -0.7279
H 1.5339 -2.1566 -2.3599
H -0.8016 2.0322 -2.7594
H 1.6277 -3.5834 -1.2287
C 2.2519 1.8469 -0.2691
C 1.0100 1.3236 1.7699
N 1.6690 0.7814 0.6490
N 0.8159 2.7453 1.9786
N 0.3782 0.4363 2.6154
H 1.7426 -0.2298 0.3556
H 0.0574 2.9549 1.4860
H 1.0112 3.0355 2.8166
H 0.4092 -0.5363 2.4508
H 0.3324 0.6674 3.5676
H 1.9082 2.8408 -0.1150
H 1.8530 1.6157 -1.3043
H 3.3430 1.7434 -0.3713

Summary:
LUMO energy, eV: -3.432
Net charge: +1
HOMO energy, eV: -11.14
Orbital gap, eV: 7.706
Energy relative to the best compared isomer or geometry (same formula, charge and spin), kJ/mol: 300.3

=====

Density functional theory data (ωB97M-V with the def2-TZVPD basis set) for a molecular structure, C11H17N7ORhS.

Element x y z (Å)
Rh 0.6101 -0.0468 -0.4038
N -0.5739 -1.7508 0.9561
C -1.4183 -1.0136 1.8972
C -1.8327 0.3246 1.2983
N -0.6765 1.1159 0.8446
C 0.1456 1.7543 1.8951
C 1.3916 0.9402 2.2071
N 2.0774 0.6146 0.9447
H -1.1017 -2.0308 0.1347
H -0.1565 -2.5754 1.3661
H -0.8528 -0.8593 2.8186
H -2.3295 -1.5539 2.1752
H -2.4280 0.8861 2.0254
H -2.4506 0.1574 0.4140
H -1.0177 1.8401 0.2195
H -0.4384 1.9111 2.8066
H 0.4539 2.7285 1.5148
H 1.1358 -0.0010 2.6934
H 2.0305 1.5084 2.8900
H 2.8798 0.0163 1.0955
H 2.3778 1.4644 0.4656
O -0.9295 -0.4663 -1.6483
N -0.5885 -0.8382 -2.8944
C -1.5621 -0.7362 -3.8259
C -1.3347 -1.1489 -5.1062
C -0.0753 -1.6643 -5.4316
C 0.9012 -1.7268 -4.4725
C 0.6580 -1.2831 -3.1619
S 1.8603 -1.2834 -1.9280
H -2.4725 -0.2896 -3.4513
H -2.1176 -1.0510 -5.8425
H 0.1340 -1.9967 -6.4392
H 1.8920 -2.0964 -4.6943
N -2.9447 2.2136 -2.0163
C -1.8375 2.3493 -2.3419
N -0.6044 2.5037 -2.7811
C 0.3512 2.4372 -1.9122
N 1.2294 2.3927 -1.1364

Summary:
LUMO energy (spin up / spin down), eV: 0.287 / 0.275
2S+1: 2
Net charge: 0
HOMO energy (spin up / spin down), eV: -7.31 / -7.49
Orbital gap (spin up / spin down), eV: 7.598 / 7.764
Energy relative to the best compared isomer or geometry (same formula, charge and spin), kJ/mol: 0.0

=====

Density functional theory data (ωB97M-V with the def2-TZVPD basis set) for 2 unconnected molecules or ions with the total composition C11H18.

Element x y z (Å)
C -2.6392 -2.2736 0.7196
C 1.1851 -1.9203 0.3323
C -0.0483 -2.0988 0.9119
C 1.3929 -1.9012 -1.0741
C -1.2225 -2.1909 0.1151
C 0.2288 -2.1909 -1.8581
C -1.0180 -2.2336 -1.2925
H 2.0658 -1.7157 0.9516
H -0.1314 -2.1473 1.9854
H 2.3713 -1.7243 -1.4541
H 0.4863 -2.2802 -2.9600
H -2.9133 -1.4817 1.4136
H -2.6456 -3.2347 1.3270
H -1.8745 -2.2646 -1.9564
H -3.5140 -2.4691 0.0748
C 0.5395 1.9979 0.4561
C 2.0343 2.0936 0.2957
C -0.0650 3.2702 1.1041
C -0.1445 1.7144 -0.9156
H 0.2631 0.9809 1.0942
H 2.4598 2.8219 -0.3402
H 2.3043 1.1733 -0.1165
H -0.2088 4.0150 0.3027
H -1.0591 3.0395 1.4219
H 0.5331 3.8438 1.9004
H 0.1798 0.7218 -1.2523
H -1.2790 1.6699 -0.7799
H 0.0670 2.4295 -1.6766
H 2.6519 2.3553 1.2699

Summary:
LUMO energy, eV: 0.931
Net charge: 0
SMILES string: Cc1ccccc1.CC(C)C
HOMO energy, eV: -8.94
Orbital gap, eV: 9.873
Energy relative to the best compared isomer or geometry (same formula, charge and spin), kJ/mol: 136.1